The following is a DFT calculation (ωB97M-V/def2-TZVPD) of C33H30FeIN7O4S as an isolated structure.

Relative energy (zero: lowest compared OMol25 entry of this formula, charge and spin): 9.84 kcal per mole
Highest occupied orbital energy: -6.720 eV
LUMO level: -0.22 eV
Frontier orbital gap: 6.504 eV

Atoms and positions in Å:
1 Fe -0.006 -0.219 -0.469
2 C 3.237 -2.555 -2.258
3 O 3.684 -1.840 -1.068
4 C 2.604 -1.177 -0.639
5 N 1.503 -1.335 -1.251
6 C 1.718 -2.282 -2.348
7 C 1.209 -1.692 -3.643
8 C -0.019 -2.109 -4.140
9 C -0.564 -1.507 -5.265
10 C 0.114 -0.476 -5.897
11 C 1.339 -0.050 -5.401
12 C 1.883 -0.656 -4.280
13 C 2.649 -0.259 0.510
14 C 3.705 0.018 1.361
15 C 3.489 0.934 2.384
16 C 2.254 1.560 2.517
17 C 1.260 1.228 1.614
18 N 1.461 0.324 0.660
19 C -0.082 1.820 1.484
20 N -0.844 1.458 0.528
21 C -2.032 2.313 0.570
22 C -1.842 3.084 1.899
23 O -0.471 2.802 2.291
24 C -3.307 1.518 0.451
25 C -3.341 0.165 0.766
26 C -4.502 -0.569 0.564
27 C -5.649 0.058 0.100
28 C -5.627 1.417 -0.187
29 C -4.454 2.138 -0.035
30 H 3.475 -3.606 -2.121
31 H 3.792 -2.161 -3.107
32 H 1.146 -3.184 -2.122
33 H -0.566 -2.890 -3.624
34 H -1.528 -1.832 -5.635
35 H -0.318 0.008 -6.763
36 H 1.862 0.769 -5.877
37 H 2.817 -0.281 -3.877
38 H 4.661 -0.466 1.221
39 H 4.287 1.170 3.074
40 H 2.062 2.284 3.296
41 H -1.983 3.002 -0.280
42 H -2.502 2.731 2.691
43 H -1.932 4.161 1.785
44 H -2.434 -0.328 1.096
45 H -4.496 -1.637 0.743
46 H -6.552 -0.515 -0.065
47 H -6.515 1.906 -0.567
48 H -4.421 3.185 -0.318
49 N -2.613 -3.627 0.300
50 C -1.882 -2.523 -0.117
51 S -0.571 -2.020 0.900
52 N -2.284 -1.946 -1.202
53 N -1.579 -0.782 -1.504
54 C -2.123 -0.075 -2.424
55 C -1.633 1.192 -2.916
56 C -2.476 1.914 -3.771
57 C -2.106 3.125 -4.314
58 C -0.838 3.630 -4.005
59 C 0.019 2.942 -3.177
60 C -0.341 1.701 -2.595
61 O 0.506 1.082 -1.841
62 H -2.085 -4.278 0.858
63 H -3.153 -4.054 -0.438
64 H -3.053 -0.453 -2.849
65 H -3.451 1.495 -4.001
66 H -2.776 3.668 -4.967
67 H -0.522 4.579 -4.424
68 H 1.003 3.330 -2.943
69 N -2.598 -1.342 3.501
70 C -2.330 -0.187 4.145
71 O -1.306 0.450 3.978
72 C -3.362 0.313 5.139
73 I -5.310 0.603 4.312
74 H -1.947 -1.664 2.802
75 H -3.501 -1.778 3.564
76 H -3.027 1.275 5.505
77 H -3.485 -0.380 5.968

The computed Mulliken charges, all in e, follow:
1. Fe -0.87
2. C -0.60
3. O -0.56
4. C 0.07
5. N 0.75
6. C -0.39
7. C 0.54
8. C -0.44
9. C -0.61
10. C -0.50
11. C -0.69
12. C -0.26
13. C 0.29
14. C -0.63
15. C -0.62
16. C -0.55
17. C 0.33
18. N 0.89
19. C -0.20
20. N 0.61
21. C -0.80
22. C -0.45
23. O -0.53
24. C -0.01
25. C 1.55
26. C -1.26
27. C -1.00
28. C -0.82
29. C -0.69
30. H 0.32
31. H 0.36
32. H 0.50
33. H 0.22
34. H 0.42
35. H 0.41
36. H 0.39
37. H 0.27
38. H 0.62
39. H 0.48
40. H 0.62
41. H 0.55
42. H 0.24
43. H 0.38
44. H 0.10
45. H 0.37
46. H 0.45
47. H 0.42
48. H 0.47
49. N -0.45
50. C 0.56
51. S -0.80
52. N -1.54
53. N 2.30
54. C -1.01
55. C 0.91
56. C -0.93
57. C -1.03
58. C -0.50
59. C -0.82
60. C 1.12
61. O -0.47
62. H 0.27
63. H 0.29
64. H 0.24
65. H 0.42
66. H 0.41
67. H 0.40
68. H 0.43
69. N -0.12
70. C 0.81
71. O -0.62
72. C -1.28
73. I 0.03
74. H 0.04
75. H 0.22
76. H 0.44
77. H 0.52

The following is a DFT calculation (ωB97M-V/def2-TZVPD) of C13H24FeO13 as an isolated structure at a distorted geometry.

Charge: +1
2S+1: 6
Relative energy (zero: lowest compared OMol25 entry of this formula, charge and spin): 0.00 kcal per mole
Highest occupied orbital energy (spin up / spin down): -12.660 / -12.851 eV
LUMO level (spin up / spin down): -1.87 / -3.84 eV
Frontier orbital gap (spin up / spin down): 10.786 / 9.012 eV

Atoms and positions in Å:
1 Fe -0.339 0.502 0.453
2 C 1.088 4.190 -0.116
3 C 0.423 2.843 0.023
4 O 0.203 2.010 -0.907
5 O 0.025 2.438 1.150
6 H 0.825 4.640 -1.074
7 H 2.157 3.999 -0.221
8 H 0.844 4.873 0.689
9 C -2.159 -1.853 3.161
10 C -1.476 -0.913 2.209
11 O -1.579 0.340 2.108
12 O -0.639 -1.345 1.341
13 H -1.410 -2.460 3.664
14 H -2.828 -2.440 2.536
15 H -2.671 -1.295 3.941
16 C 1.418 -0.511 -3.685
17 O 1.683 -1.590 -2.768
18 C 1.152 -1.525 -1.574
19 O 0.538 -0.619 -1.079
20 O 1.473 -2.580 -0.838
21 C 1.704 -3.825 -1.457
22 H 1.850 -0.839 -4.624
23 H 1.859 0.418 -3.328
24 H 0.347 -0.353 -3.801
25 H 1.743 -4.602 -0.695
26 H 2.601 -3.936 -2.067
27 H 0.858 -4.101 -2.094
28 C -5.215 -0.832 -1.222
29 O -4.055 -0.382 -0.540
30 C -3.243 0.486 -1.114
31 O -2.139 0.651 -0.658
32 O -3.756 1.071 -2.156
33 C -3.060 2.112 -2.808
34 H -4.944 -1.241 -2.195
35 H -6.001 -0.080 -1.275
36 H -5.625 -1.646 -0.625
37 H -2.272 1.704 -3.449
38 H -2.492 2.751 -2.127
39 H -3.743 2.712 -3.397
40 C 2.768 -1.872 2.536
41 O 3.288 -0.530 2.441
42 C 2.525 0.353 1.826
43 O 1.576 0.038 1.137
44 O 2.926 1.579 1.984
45 C 3.779 1.954 3.047
46 H 1.685 -1.839 2.651
47 H 3.301 -2.338 3.356
48 H 2.931 -2.393 1.592
49 H 3.833 3.040 3.056
50 H 4.798 1.577 2.953
51 H 3.444 1.660 4.042

The computed Mulliken charges, all in e, follow:
1. Fe 1.62
2. C -1.27
3. C 1.14
4. O -0.49
5. O -0.57
6. H 0.37
7. H 0.28
8. H 0.34
9. C -1.25
10. C 0.98
11. O -0.58
12. O -0.54
13. H 0.33
14. H 0.30
15. H 0.36
16. C -0.61
17. O -0.38
18. C 0.52
19. O -0.06
20. O -0.15
21. C -0.84
22. H 0.27
23. H 0.27
24. H 0.27
25. H 0.27
26. H 0.33
27. H 0.35
28. C -0.71
29. O -0.26
30. C 0.53
31. O -0.63
32. O -0.37
33. C -0.61
34. H 0.32
35. H 0.29
36. H 0.25
37. H 0.26
38. H 0.26
39. H 0.29
40. C -0.50
41. O -0.40
42. C 0.63
43. O -0.22
44. O -0.21
45. C -0.76
46. H 0.19
47. H 0.32
48. H 0.19
49. H 0.26
50. H 0.32
51. H 0.32

The following is a DFT calculation (ωB97M-V/def2-TZVPD) of a 2-piece molecular cluster, C4H6O2 overall.

Structure (SMILES): O=C=C1COC1.[H][H]
Relative energy (zero: lowest compared OMol25 entry of this formula, charge and spin): 92.46 kcal per mole
Highest occupied orbital energy: -8.816 eV
LUMO level: 0.72 eV
Frontier orbital gap: 9.538 eV

Atoms and positions in Å:
1 O 2.617 -0.535 0.492
2 C 1.486 -0.294 0.311
3 C 0.270 0.132 0.085
4 C -1.170 -0.327 -0.017
5 O -1.605 1.039 0.090
6 C -0.263 1.535 0.192
7 H -1.491 -0.781 -0.966
8 H -1.536 -0.939 0.818
9 H -0.064 2.025 1.152
10 H 0.004 2.197 -0.641
11 H 0.938 -2.251 -0.467
12 H 0.814 -1.801 -1.048

The computed Mulliken charges, all in e, follow:
1. O -0.41
2. C 0.47
3. C 0.00
4. C -0.27
5. O -0.41
6. C -0.41
7. H 0.29
8. H 0.23
9. H 0.26
10. H 0.22
11. H 0.08
12. H -0.05

The following is a DFT calculation (ωB97M-V/def2-TZVPD) of C4H6N2O5 in the gas phase at a distorted geometry.

Relative energy (zero: lowest compared OMol25 entry of this formula, charge and spin): 74.11 kcal per mole
Highest occupied orbital energy (spin up / spin down): -9.513 / -9.513 eV
LUMO level (spin up / spin down): -0.21 / -0.21 eV
Frontier orbital gap (spin up / spin down): 9.301 / 9.301 eV

Atoms and positions in Å:
1 C -1.220 -0.725 0.829
2 C -1.689 -2.798 1.906
3 C 1.870 -0.144 -0.934
4 C -0.417 -0.408 -0.356
5 N -2.803 -0.767 2.575
6 N -2.064 -0.056 1.439
7 O -2.559 1.047 1.383
8 O -1.252 -3.867 1.736
9 O -2.552 -2.208 2.669
10 O -0.535 -1.353 -1.353
11 O 0.929 -0.142 0.075
12 H 1.773 0.740 -1.579
13 H 1.838 -0.897 -1.692
14 H 2.802 -0.257 -0.549
15 H -1.011 0.523 -0.777
16 H -3.801 -0.644 2.476
17 H 0.185 -1.943 -1.128

The computed Mulliken charges, all in e, follow:
1. C -0.16
2. C 0.51
3. C -0.85
4. C 0.33
5. N -0.35
6. N 0.69
7. O -0.74
8. O -0.33
9. O -0.15
10. O -0.46
11. O -0.35
12. H 0.31
13. H 0.33
14. H 0.35
15. H 0.26
16. H 0.28
17. H 0.32

> Which of these has the lowest relative energy (zero: lowest compared OMol25 entry of this formula, charge and spin)?

C13H24FeO13

> The highest relative energy (zero: lowest compared OMol25 entry of this formula, charge and spin) belongs to which entry?

C4H6O2